Record 1
Computed, not measured: a 6-piece molecular cluster, C21H40ClN2O15 overall, with wB97M-V/def2-TZVPD.

```
79
Properties=species:S:1:pos:R:3:forces:R:3:mulliken_charge:R:1
C 1.486 -1.813 -3.656 0.27 -0.07 -0.12 -1.47
C 1.695 -0.468 -4.319 -0.56 0.34 0.44 0.36
Cl 2.818 0.460 -3.280 0.46 0.06 -0.14 -0.15
C 0.436 0.427 -4.470 -0.26 -0.28 -0.39 -0.62
C -0.877 -0.236 -4.238 0.20 0.53 0.55 0.11
C -1.740 0.030 -3.216 0.10 -0.75 -0.82 -0.68
N -2.803 -0.839 -3.382 -0.18 -0.01 0.13 0.06
C -2.611 -1.592 -4.450 0.55 -0.02 -0.48 -0.27
N -1.444 -1.235 -5.003 -0.36 0.29 0.77 0.08
H 0.699 -2.404 -4.111 -0.19 -0.03 -0.10 0.35
H 2.398 -2.387 -3.761 0.20 -0.13 0.10 0.45
H 1.293 -1.689 -2.597 -0.21 -0.02 0.16 0.37
H 2.163 -0.583 -5.286 0.24 0.00 -0.15 0.44
H 0.425 0.893 -5.452 0.09 0.05 -0.23 0.39
H 0.471 1.249 -3.770 0.09 0.16 0.21 0.16
H -1.649 0.739 -2.421 -0.13 0.12 0.23 0.53
H -3.612 -0.927 -2.777 0.00 -0.03 0.10 0.20
H -3.237 -2.371 -4.833 -0.30 -0.07 0.09 0.44
H -1.014 -1.644 -5.815 -0.13 -0.13 -0.13 0.26
C -7.057 -4.225 -1.022 -0.13 -0.09 -0.11 -0.63
O -6.530 -3.849 0.254 -0.01 -0.03 -0.04 -0.32
C -5.557 -2.952 0.220 0.01 0.02 0.18 0.83
O -5.094 -2.443 -0.776 0.12 0.09 -0.28 -0.58
O -5.172 -2.701 1.463 0.05 0.02 0.02 -0.29
C -4.120 -1.738 1.591 0.11 0.11 0.11 -0.62
H -7.834 -4.957 -0.828 0.02 0.01 0.12 0.22
H -7.490 -3.364 -1.526 0.07 0.03 -0.02 0.29
H -6.283 -4.677 -1.638 0.04 0.07 -0.02 0.29
H -4.434 -0.774 1.194 0.00 -0.03 -0.08 0.37
H -3.221 -2.084 1.084 -0.03 0.01 -0.06 0.30
H -3.916 -1.641 2.652 -0.08 -0.13 0.05 0.12
C -3.387 -5.271 4.303 -0.10 -0.15 -0.13 -0.72
O -2.752 -3.986 4.334 0.00 0.05 -0.07 -0.21
C -2.411 -3.584 5.561 -0.02 -0.03 -0.02 0.69
O -2.593 -4.198 6.575 0.00 -0.01 0.06 -0.54
O -1.832 -2.386 5.461 -0.12 -0.01 0.03 -0.22
C -1.408 -1.833 6.715 0.10 0.20 0.09 -0.75
H -3.612 -5.480 3.262 0.05 0.13 -0.04 0.20
H -2.718 -6.037 4.690 -0.02 0.03 0.10 0.32
H -4.311 -5.256 4.876 0.05 -0.01 0.09 0.33
H -0.666 -2.474 7.186 -0.07 -0.07 0.04 0.34
H -2.259 -1.690 7.377 -0.01 -0.10 0.03 0.35
H -0.961 -0.869 6.488 -0.01 -0.02 -0.12 0.23
C 0.339 -1.325 3.581 0.07 -0.11 -0.14 -0.66
O 1.210 -0.345 4.152 -0.05 -0.06 0.05 -0.34
C 1.429 0.727 3.392 0.11 -0.01 0.04 0.80
O 0.961 0.922 2.297 -0.03 -0.01 -0.03 -0.56
O 2.256 1.532 4.047 -0.02 0.06 0.02 -0.33
C 2.595 2.742 3.358 0.10 0.15 -0.11 -0.47
H 0.256 -2.129 4.300 0.09 0.06 0.11 0.17
H -0.648 -0.907 3.401 0.01 0.03 -0.06 0.31
H 0.761 -1.718 2.656 -0.03 0.12 -0.07 0.41
H 1.705 3.344 3.181 -0.04 -0.07 -0.06 0.29
H 3.099 2.520 2.420 -0.05 -0.01 -0.03 0.17
H 3.275 3.290 4.003 0.00 -0.13 0.11 0.21
C 8.200 2.642 2.339 0.15 0.10 0.15 -0.62
O 7.923 1.719 1.280 0.01 0.00 -0.04 -0.33
C 6.658 1.699 0.886 -0.08 -0.16 -0.06 0.79
O 5.754 2.361 1.328 0.10 0.17 0.18 -0.54
O 6.522 0.800 -0.094 -0.02 0.09 0.00 -0.34
C 5.172 0.710 -0.549 -0.21 -0.26 -0.16 -0.51
H 9.260 2.551 2.554 0.01 -0.09 -0.09 0.22
H 7.981 3.661 2.026 -0.10 -0.01 0.01 0.29
H 7.627 2.388 3.228 -0.08 0.03 -0.04 0.29
H 4.837 1.662 -0.956 -0.02 0.03 0.08 0.23
H 4.523 0.404 0.270 -0.07 0.11 0.00 0.29
H 5.137 -0.047 -1.328 0.25 -0.02 0.01 0.21
C -1.283 6.198 -5.123 -0.15 0.09 -0.13 -0.65
O -0.935 5.210 -4.146 -0.04 -0.06 -0.03 -0.32
C 0.320 5.304 -3.703 -0.04 0.01 0.02 0.74
O 1.134 6.112 -4.054 0.03 0.01 -0.02 -0.52
O 0.514 4.338 -2.801 -0.02 -0.14 0.03 -0.28
C 1.831 4.316 -2.239 0.18 -0.15 0.15 -0.70
H -2.318 6.010 -5.395 -0.01 -0.09 0.08 0.22
H -1.195 7.198 -4.705 0.10 0.00 -0.01 0.30
H -0.654 6.104 -6.006 0.08 0.05 0.05 0.31
H 2.048 5.241 -1.712 -0.01 0.07 -0.11 0.44
H 2.574 4.139 -3.016 0.01 0.12 -0.03 0.29
H 1.852 3.491 -1.531 -0.14 -0.03 -0.02 0.19
```
Positions in Å, forces in eV/Å.

Summary:
Calculated total energy = -68635.581 eV
Strongest force on any atom = 1.1 eV/A
Charge = +1
Highest occupied orbital energy = -12.48 eV
Spin multiplicity = 1

***

Record 2
Computed, not measured: a 4-piece molecular cluster, C21H40FNO15P3 overall, with wB97M-V/def2-TZVPD.

```
81
Properties=species:S:1:pos:R:3:forces:R:3:mulliken_charge:R:1
C -1.727 1.728 2.316 0.16 -0.36 -0.19 -1.45
C -1.712 0.345 1.629 0.48 0.48 -0.48 0.94
C -2.445 -0.697 2.189 0.28 -0.26 -0.24 -0.78
C -2.422 -1.975 1.612 -0.29 0.01 0.32 -0.21
C -1.683 -2.235 0.475 0.56 -0.28 -1.07 0.35
C -1.624 -3.652 -0.125 -0.43 0.46 1.06 -1.38
C -0.803 -4.609 0.785 0.18 -0.24 0.07 0.58
N 0.628 -4.703 0.435 0.07 0.06 0.11 -0.43
C 1.338 -3.457 0.694 -0.59 -0.11 0.46 -0.22
C 2.751 -3.680 1.195 0.09 -0.73 -0.15 0.60
O 3.238 -4.724 1.501 -0.20 0.92 -0.10 -0.49
F 3.494 -2.527 1.327 -0.62 -0.49 -0.19 -0.27
C -1.449 -6.037 0.802 -0.69 -1.15 -0.22 0.18
O -0.862 -6.973 0.220 0.82 0.45 0.01 -0.73
O -2.550 -6.160 1.388 0.16 1.08 0.25 -0.77
C -0.946 -1.191 -0.118 -0.47 -0.24 0.31 -0.43
C -0.962 0.080 0.432 -0.49 0.35 1.00 -0.86
H -1.942 1.633 3.392 0.05 -0.17 -0.33 0.43
H -2.490 2.400 1.895 0.31 -0.26 -0.08 0.23
H -0.749 2.231 2.237 -0.36 -0.17 -0.14 0.33
H -3.016 -0.527 3.105 0.14 -0.02 -0.28 0.34
H -2.985 -2.800 2.059 0.15 0.28 -0.07 0.47
H -1.269 -3.631 -1.167 0.02 -0.13 0.39 0.43
H -2.661 -4.029 -0.095 0.43 -0.04 -0.21 0.47
H -0.850 -4.226 1.830 -0.40 -0.08 -0.38 0.32
H 0.989 -5.442 1.035 0.18 -0.04 -0.41 0.21
H 1.290 -2.843 -0.217 0.43 0.13 0.46 0.16
H 0.806 -2.907 1.508 0.49 0.22 -0.31 0.19
H -0.371 -1.434 -1.018 -0.14 0.31 0.24 0.46
H -0.396 0.879 -0.052 -0.19 -0.08 0.27 0.40
C -2.562 1.433 -2.837 -0.03 -0.50 0.38 -0.34
O -1.811 2.631 -3.046 2.60 2.16 -0.93 -0.43
P -1.941 3.824 -1.880 -6.66 -2.79 3.51 1.17
O -2.153 2.981 -0.670 0.98 0.41 -0.38 -0.56
O -3.358 4.333 -2.554 0.72 0.70 -0.68 -0.37
C -3.454 4.468 -3.977 -0.26 -0.09 0.07 -0.77
O -1.811 5.285 -1.062 2.70 -0.40 -2.12 -0.39
C -1.511 6.459 -1.843 -0.15 0.18 -0.06 -0.57
H -2.558 0.885 -3.780 0.16 0.24 -0.09 0.29
H -2.095 0.815 -2.074 -0.14 0.07 0.13 -0.05
H -3.591 1.664 -2.562 0.08 0.07 0.13 0.31
H -3.993 3.612 -4.384 0.07 -0.02 -0.09 0.27
H -2.476 4.532 -4.452 -0.07 -0.02 -0.08 0.37
H -4.013 5.376 -4.206 -0.02 0.01 0.14 0.29
H -2.390 6.769 -2.412 0.03 -0.05 -0.01 0.27
H -0.681 6.266 -2.523 0.03 0.26 -0.01 0.22
H -1.228 7.263 -1.167 0.01 -0.12 0.07 0.27
C 1.050 -11.644 4.286 -0.04 -0.40 0.36 -0.63
O 1.757 -10.435 4.060 2.43 2.23 -0.84 -0.44
P 1.531 -9.200 5.170 -6.63 -2.58 3.51 1.21
O 1.309 -10.004 6.409 0.93 0.32 -0.40 -0.70
O 0.138 -8.729 4.464 1.11 0.42 -0.55 -0.35
C 0.070 -8.637 3.020 -0.33 0.12 -0.17 -0.62
O 1.684 -7.718 5.949 2.69 -0.54 -2.13 -0.36
C 1.997 -6.571 5.134 -0.23 0.22 -0.06 -0.66
H 1.115 -12.229 3.367 0.12 0.23 -0.09 0.26
H 1.509 -12.212 5.093 -0.14 0.08 0.10 0.25
H 0.001 -11.445 4.508 0.05 0.04 0.11 0.32
H -0.453 -9.509 2.630 0.04 0.01 -0.06 0.27
H 1.059 -8.580 2.568 -0.06 -0.02 -0.05 0.36
H -0.491 -7.746 2.747 -0.08 -0.06 0.09 0.16
H 1.120 -6.264 4.561 0.02 -0.07 -0.02 0.25
H 2.823 -6.785 4.455 0.02 0.17 -0.01 0.31
H 2.292 -5.756 5.793 -0.01 -0.11 0.08 0.30
C 1.637 11.468 -4.372 -0.54 0.22 -0.12 -0.60
O 2.472 10.352 -4.660 2.49 -2.09 -1.57 -0.45
P 1.975 8.852 -4.089 -6.35 3.15 5.19 1.10
O 0.498 9.088 -4.156 0.51 -0.33 -0.88 -0.65
O 2.571 9.201 -2.595 1.22 -0.69 -0.61 -0.31
C 3.886 9.764 -2.473 -0.07 0.15 0.22 -0.76
O 1.769 7.232 -3.650 2.68 0.07 -2.47 -0.18
C 2.950 6.422 -3.497 0.04 -0.12 0.29 -0.74
H 2.217 12.366 -4.594 0.22 -0.20 -0.07 0.25
H 0.754 11.460 -5.006 -0.07 -0.07 0.16 0.24
H 1.351 11.479 -3.319 -0.08 -0.13 -0.04 0.32
H 3.801 10.835 -2.289 0.06 0.02 -0.07 0.25
H 4.488 9.602 -3.365 0.04 0.09 0.04 0.37
H 4.387 9.300 -1.624 -0.13 -0.07 0.02 0.29
H 3.474 6.687 -2.575 -0.01 0.03 -0.03 0.30
H 3.621 6.544 -4.348 0.03 -0.16 0.02 0.33
H 2.645 5.379 -3.442 -0.09 0.06 -0.03 0.24
```
Positions in Å, forces in eV/Å.

Summary:
Calculated total energy = -85210.467 eV
Strongest force on any atom = 8.8 eV/A
Charge = -1
Highest occupied orbital energy = -4.65 eV
Spin multiplicity = 1

***

Record 3
Computed, not measured: an isolated ion of composition C21H40NO3 and charge +1, with wB97M-V/def2-TZVPD.

```
65
Properties=species:S:1:pos:R:3:forces:R:3:mulliken_charge:R:1
C -5.763 -0.360 -0.644 -0.11 0.13 0.19 -1.15
C -6.286 0.931 -0.015 0.07 0.14 -0.25 0.76
C -7.521 1.417 -0.770 0.14 -0.10 0.24 -1.65
C -5.230 2.044 -0.009 0.13 -0.41 0.27 -0.98
C -3.980 1.740 0.811 -0.55 0.49 0.36 -0.53
O -3.042 0.978 0.022 0.22 0.00 -0.50 -0.18
C -2.559 -0.137 0.502 0.39 -0.54 -0.09 0.62
O -2.769 -0.615 1.587 -0.05 0.06 0.10 -0.57
C -1.658 -0.791 -0.562 -0.54 0.95 -0.04 -0.99
N -1.015 -2.054 -0.131 -0.15 0.11 0.14 0.38
C -2.043 -3.084 0.122 -0.76 -0.66 0.27 -0.99
C -0.143 -2.518 -1.230 0.69 -0.18 -0.81 -0.82
C -0.198 -1.874 1.110 0.75 0.43 0.82 -1.23
C 0.600 -0.557 1.181 -0.21 -0.17 0.00 -0.21
O 1.344 -0.302 0.018 -0.17 0.06 -0.05 -0.25
C 2.761 -0.484 0.105 0.39 0.03 -0.01 -0.36
C 3.328 -0.705 -1.312 0.05 -0.05 0.03 -1.52
C 4.423 0.363 -1.432 -0.02 -0.02 -0.16 -0.06
C 3.712 1.706 -1.619 0.07 0.02 -0.17 -1.21
C 3.063 1.941 -0.242 -0.06 -0.02 0.06 -1.01
C 3.551 0.751 0.607 -0.27 0.01 0.25 1.28
C 3.485 1.000 2.103 0.03 -0.11 -0.32 -2.13
C 4.957 0.466 0.010 0.13 -0.09 -0.05 1.44
C 5.964 1.598 0.215 -0.26 -0.10 -0.01 -1.92
C 5.635 -0.809 0.513 -0.20 0.14 -0.08 -1.95
H -6.581 -1.065 -0.775 -0.04 -0.13 -0.03 0.49
H -5.018 -0.835 -0.009 0.11 -0.12 0.05 0.12
H -5.326 -0.159 -1.620 0.05 0.00 -0.16 0.30
H -6.572 0.721 1.021 0.02 0.03 0.00 0.24
H -8.303 0.663 -0.745 -0.12 -0.06 -0.04 0.41
H -7.912 2.327 -0.322 -0.09 0.12 0.00 0.41
H -7.276 1.623 -1.809 0.01 0.04 -0.16 0.37
H -5.681 2.945 0.407 0.04 0.09 -0.01 0.43
H -4.923 2.267 -1.033 -0.03 0.11 -0.07 0.30
H -3.464 2.666 1.077 0.00 -0.17 -0.01 0.35
H -4.218 1.181 1.720 0.08 0.09 -0.12 0.39
H -0.884 -0.076 -0.850 -0.03 -0.16 -0.01 0.17
H -2.281 -0.987 -1.439 0.12 -0.10 0.05 0.72
H -1.570 -4.005 0.456 0.16 0.08 -0.06 0.42
H -2.602 -3.286 -0.790 0.12 0.09 -0.09 0.37
H -2.730 -2.743 0.895 0.16 0.05 -0.08 0.40
H 0.275 -3.493 -0.986 -0.11 0.02 0.15 0.40
H -0.713 -2.605 -2.153 -0.16 0.02 0.09 0.43
H 0.669 -1.805 -1.370 -0.18 -0.06 0.07 0.15
H 0.484 -2.723 1.170 -0.12 -0.04 -0.12 0.58
H -0.869 -1.890 1.970 0.02 -0.09 -0.19 0.46
H 1.245 -0.630 2.061 -0.11 -0.01 0.02 0.62
H -0.082 0.284 1.343 0.08 -0.07 0.07 0.19
H 2.951 -1.345 0.756 -0.02 0.03 -0.01 0.66
H 3.720 -1.713 -1.440 -0.03 -0.06 0.00 0.42
H 2.548 -0.546 -2.057 -0.05 -0.04 -0.05 0.48
H 5.162 0.140 -2.198 0.09 -0.01 -0.02 0.62
H 4.422 2.491 -1.871 -0.01 0.06 -0.03 0.34
H 2.974 1.661 -2.420 0.01 0.02 -0.07 0.45
H 3.371 2.885 0.203 0.00 0.04 0.04 0.55
H 1.975 1.945 -0.301 0.00 0.09 0.06 0.24
H 2.496 1.349 2.396 -0.09 0.05 0.11 0.40
H 4.202 1.768 2.379 0.04 0.12 0.11 0.49
H 3.722 0.097 2.663 0.02 -0.09 0.14 0.42
H 6.787 1.479 -0.486 0.13 0.01 -0.05 0.42
H 6.373 1.554 1.221 0.07 0.05 0.10 0.44
H 5.535 2.583 0.069 -0.02 0.18 -0.02 0.40
H 5.820 -0.736 1.582 0.06 -0.04 0.13 0.38
H 5.062 -1.711 0.327 -0.04 -0.17 0.00 0.36
H 6.596 -0.921 0.016 0.12 -0.06 -0.02 0.47
```
Positions in Å, forces in eV/Å.

Summary:
Energy above the lowest of the compared OMol25 structures with the same formula, charge and spin = 2.11 kcal/mol
Calculated total energy = -30053.144 eV
SMILES = CC(C)CCOC(=O)C[N+](C)(C)CCO[C@H]1C[C@H]2CC[C@]1(C)C2(C)C
Strongest force on any atom = 1.2 eV/A
Charge = +1
Highest occupied orbital energy = -12.49 eV
Spin multiplicity = 1

***

Question: The highest highest occupied orbital energy belongs to which entry?
Answer: C21H40FNO15P3

***

Question: Which of these has the highest calculated total energy?
Answer: C21H40NO3

***

Question: Which value of calculated total energy does entry 2 give?
Answer: -85210.467 eV

***

Question: Look up the spin multiplicity of the third one.
Answer: 1